Molecular formula: C5H34NO12
Method: DFT, the ωB97M-V functional and the def2-TZVPD basis

Bonds (Å) are listed after each position.
Positions of all 52 atoms, in Å:
1 C 0.13916 1.02487 2.51686  O2 1.438, C3 1.509, H8 1.134, H9 1.102
2 O -1.28546 1.19806 2.60227  C1 1.438, H10 1.113
3 C 0.72890 0.26946 1.35183  C1 1.509, C4 1.598, H11 1.126, H12 1.065
4 C -0.34568 -0.53756 0.48677  C3 1.598, C5 1.421, H13 1.146, H14 1.180
5 C -1.21297 0.30218 -0.26297  C4 1.421, N7 1.522, H15 1.218, H16 1.095
6 C 0.07775 1.85772 -1.64195  N7 1.243, H17 1.220, H18 1.186
7 N -0.21679 0.68693 -1.34791  C5 1.522, C6 1.243, H19 1.105
8 H 0.67045 1.95418 2.89090  C1 1.134
9 H 0.32405 0.42222 3.42055  C1 1.102
10 H -1.94757 0.43173 2.14149  O2 1.113
11 H 1.47319 -0.45258 1.79117  C3 1.126
12 H 1.31142 1.03835 0.90065  C3 1.065
13 H 0.00707 -1.40217 -0.17736  C4 1.146
14 H -0.93192 -1.01187 1.39431  C4 1.180
15 H -2.18538 -0.13226 -0.85404  C5 1.218
16 H -1.61718 1.21491 0.18829  C5 1.095
17 H 0.99139 2.12352 -2.40617  C6 1.220
18 H -0.40805 2.75349 -1.03533  C6 1.186
19 H 0.22443 -0.09838 -1.98819  N7 1.105
20 H -1.90625 -1.39951 -3.82066  O22 0.955
21 H -1.59933 -2.75114 -3.13464  O22 0.982
22 O -1.69426 -1.78751 -2.97363  H20 0.955, H21 0.982
23 H -1.57182 4.37948 1.96868  O25 0.888
24 H -1.18243 2.81481 2.20592  O25 1.084
25 O -0.92494 3.79125 1.81145  H23 0.888, H24 1.084
26 H -4.69005 1.00382 -2.16897  O28 0.964
27 H -5.11231 0.06864 -0.90540  O28 0.941
28 O -4.42939 0.41267 -1.45335  H26 0.964, H27 0.941
29 H 4.08984 1.78929 -0.57810  O31 1.029
30 H 3.46611 2.62908 -1.60463  O31 0.938
31 O 3.30737 1.77661 -1.24642  H29 1.029, H30 0.938
32 H -2.59614 -1.67904 1.77840  O34 0.978
33 H -3.31767 -1.08790 3.06465  O34 0.885
34 O -2.91484 -0.91322 2.29644  H32 0.978, H33 0.885
35 H -2.41395 -3.66629 0.53436  O37 0.952
36 H -1.01203 -3.33311 1.10238  O37 0.924
37 O -1.90001 -3.07961 1.08046  H35 0.952, H36 0.924
38 H 1.89163 3.94935 0.56550  O40 0.966
39 H 0.43832 3.59340 0.56631  O40 0.971
40 O 1.19383 3.66607 -0.03916  H38 0.966, H39 0.971
41 H 2.33138 0.05544 -1.23445  O43 0.871
42 H 2.54164 -0.88762 -2.42547  O43 0.899
43 O 2.06577 -0.62524 -1.70934  H41 0.871, H42 0.899
44 H 1.79114 -3.13471 0.73082  O46 0.984
45 H 1.70723 -3.53742 2.20325  O46 0.999
46 O 1.14829 -3.14301 1.47584  H44 0.984, H45 0.999
47 H 4.67988 -0.69010 0.56392  O49 1.038
48 H 3.12736 -0.65919 0.94912  O49 0.913
49 O 3.80509 -0.13500 0.63368  H47 1.038, H48 0.913
50 H 0.53607 -2.97418 -3.48938  O52 0.981
51 H 1.88872 -3.27735 -2.93823  O52 1.054
52 O 1.45894 -2.81158 -3.78046  H50 0.981, H51 1.054

Output
Relative energy (zero: lowest compared OMol25 entry of this formula, charge and spin) ... 145.47 kcal per mole
Net charge ... +1
Max |F| ... 7.34 eV Å⁻¹